# 1
# C2H7IP2

C2H7IP2 in the gas phase (ωB97M-V with the def2-TZVPD basis set, OMol25).

Each line ends with the natural charge from an NBO analysis.
CARTESIAN COORDINATES (ANGSTROEM)
C1 1.3236 -0.6098 -0.1274  -0.637
C2 -0.1197 -0.0322 0.0274  -0.790
P1 0.0321 1.8088 -0.3585  0.314
P2 -1.3860 -0.7751 -1.0985  0.421
I1 -3.1413 0.0161 0.2268  -0.109
H1 1.8963 -0.4121 0.8331  0.225
H2 1.9959 -0.2946 -0.9252  0.224
H3 1.0637 -1.7279 -0.2684  0.212
H4 -0.3766 -0.2785 1.1001  0.241
H5 -0.8665 2.4530 0.4145  -0.027
H6 0.9462 1.8819 0.6307  -0.036
H7 -1.3677 -2.0295 -0.4545  -0.037

Calculated values
E_LUMO, eV: 0.2686
Spin multiplicity: 1
Frontier orbital gap, eV: 9.4
E_HOMO, eV: -9.169
Relative energy (zero: lowest compared OMol25 entry of this formula, charge and spin), eV: 0.644

---

# 2
# C6H15N

C6H15N in the gas phase (ωB97M-V with the def2-TZVPD basis set, OMol25).

Each line ends with the natural charge from an NBO analysis.
CARTESIAN COORDINATES (ANGSTROEM)
C1 -1.6055 2.2945 0.1657  -0.632
C2 -1.7882 1.1297 1.1630  -0.208
N1 -1.1281 -0.0820 0.7127  -0.643
C3 0.3227 -0.0167 0.5041  -0.218
C4 0.7819 -0.8206 -0.6937  -0.225
C5 0.6038 -2.3145 -0.5450  -0.609
C6 2.2336 -0.4585 -1.0414  -0.601
H1 -2.5839 2.7036 -0.0828  0.212
H2 -1.1366 1.9381 -0.7428  0.216
H3 -1.0913 3.1390 0.6106  0.207
H4 -1.4714 1.4158 2.1775  0.155
H5 -2.8576 0.9005 1.2251  0.192
H6 -1.4104 -0.8814 1.2658  0.362
H7 0.5826 1.0339 0.3456  0.195
H8 0.8864 -0.2685 1.4171  0.168
H9 0.2011 -0.4471 -1.5445  0.197
H10 1.1065 -2.6818 0.3521  0.197
H11 -0.4452 -2.5902 -0.4434  0.213
H12 1.0447 -2.8709 -1.3636  0.210
H13 2.9055 -0.6185 -0.2045  0.200
H14 2.2792 0.5642 -1.3999  0.206
H15 2.5704 -1.0683 -1.8777  0.206

Calculated values
E_LUMO, eV: 1.1750
Spin multiplicity: 1
Frontier orbital gap, eV: 9.7
E_HOMO, eV: -8.500
Relative energy (zero: lowest compared OMol25 entry of this formula, charge and spin), eV: 0.641

---

# 3
# C14H23BrF2N6O9P

A 3-piece molecular cluster, C14H23BrF2N6O9P overall (ωB97M-V with the def2-TZVPD basis set, OMol25).

Each line ends with the natural charge from an NBO analysis.
CARTESIAN COORDINATES (ANGSTROEM)
C1 -0.2772 3.9292 -4.8272  -0.202
C2 -1.4300 3.2938 -4.5938  -0.339
C3 -1.5318 2.4177 -3.4303  0.412
N1 -0.6495 2.5270 -2.4533  -0.457
C4 -0.9668 1.5777 -1.5560  0.540
N2 -0.3130 1.3358 -0.4052  -0.425
N3 0.7919 2.0512 0.0163  -0.403
C5 0.4990 3.4102 0.3862  0.957
O1 0.5710 4.3769 -0.2769  -0.455
F1 0.0855 3.4424 1.6463  -0.294
C6 1.9577 1.8868 -0.8101  0.960
O2 2.3071 2.5137 -1.7385  -0.452
F2 2.6286 0.8240 -0.3746  -0.303
N4 -2.0324 0.9046 -1.9711  -0.022
N5 -2.6665 -0.1283 -1.2626  -0.608
N6 -2.4424 1.4222 -3.1689  -0.483
P1 -3.8520 0.8978 -4.1769  1.255
O3 -4.2323 2.3342 -4.8133  -0.954
Br1 -5.4631 0.6282 -2.6500  -0.199
H1 0.6533 3.5918 -4.3901  0.228
H2 -0.2831 4.7933 -5.4778  0.223
H3 -2.2433 3.4451 -5.2872  0.250
H4 -0.6243 0.5784 0.2192  0.454
H5 -3.1962 -0.7183 -1.8954  0.393
H6 -1.9554 -0.7115 -0.8292  0.386
H7 -4.2306 3.0255 -4.1284  0.510
C7 4.5133 -1.7845 0.0150  -0.637
C8 5.0239 -2.7401 1.0718  -0.073
O4 3.9124 -3.2234 1.8479  -0.501
C9 3.1797 -4.1807 1.2823  0.980
O5 3.3917 -4.7068 0.2223  -0.639
O6 2.1551 -4.4522 2.0959  -0.503
C10 1.2355 -5.4176 1.5770  -0.258
H8 3.9324 -1.0025 0.5034  0.198
H9 5.3284 -1.3200 -0.5398  0.227
H10 3.8611 -2.2899 -0.6971  0.221
H11 5.6714 -2.2121 1.7687  0.197
H12 5.5945 -3.5699 0.6581  0.205
H13 1.7492 -6.3308 1.2874  0.207
H14 0.6967 -5.0049 0.7244  0.179
H15 0.5335 -5.6363 2.3766  0.201
C11 -3.0378 1.3540 4.0866  -0.643
C12 -3.2453 0.4661 2.8799  -0.070
O7 -2.0461 0.3597 2.0802  -0.530
C13 -1.0989 -0.4461 2.5644  0.983
O8 -1.1544 -1.1071 3.5578  -0.599
O9 -0.0590 -0.3900 1.7111  -0.557
C14 1.0957 -1.1562 2.1159  -0.260
H16 -2.6654 2.3329 3.7812  0.215
H17 -3.9777 1.4860 4.6208  0.232
H18 -2.3111 0.9226 4.7733  0.232
H19 -3.9936 0.8987 2.2185  0.193
H20 -3.5879 -0.5281 3.1637  0.202
H21 0.8280 -2.1893 2.3211  0.218
H22 1.5547 -0.7023 2.9909  0.208
H23 1.7985 -1.1269 1.2887  0.201

Calculated values
E_LUMO, eV: -3.7461
Spin multiplicity: 1
Frontier orbital gap, eV: 9.1
Net charge: +1
E_HOMO, eV: -12.822

---

# 4
# C5H11N

A 2-piece molecular cluster, C5H11N overall (ωB97M-V with the def2-TZVPD basis set, OMol25).

Each line ends with the natural charge from an NBO analysis.
CARTESIAN COORDINATES (ANGSTROEM)
C1 -2.7621 0.2415 -0.4464  -0.437
N1 -1.3592 0.5013 -0.0800  -0.450
C2 -0.8319 -0.5111 0.8879  -0.073
C3 -1.1476 0.6179 1.3934  -0.069
H1 -2.8020 -0.4234 -1.3184  0.197
H2 -3.2635 1.1783 -0.7209  0.198
H3 -3.3051 -0.2406 0.3792  0.170
H4 -0.4949 -1.5361 0.8533  0.237
H5 -1.2892 1.3802 2.1440  0.233
C4 2.6072 -0.1506 0.2360  -0.606
C5 1.7095 -0.1491 -1.0078  -0.627
H6 2.7211 0.8604 0.6466  0.202
H7 2.1976 -0.7726 1.0430  0.195
H8 3.6079 -0.5417 0.0141  0.200
H9 2.1569 0.4167 -1.8342  0.202
H10 1.5250 -1.1673 -1.3740  0.192
H11 0.7304 0.2963 -0.8160  0.237

Calculated values
E_LUMO, eV: 1.1491
Spin multiplicity: 1
Frontier orbital gap, eV: 9.6
E_HOMO, eV: -8.407
Relative energy (zero: lowest compared OMol25 entry of this formula, charge and spin), eV: 4.047

---

# 5
# C31H66Cl26NP

A 14-piece molecular cluster, C31H66Cl26NP overall (ωB97M-V with the def2-TZVPD basis set, OMol25).

Each line ends with the Löwdin charge.
CARTESIAN COORDINATES (ANGSTROEM)
N1 -4.8783 -4.0163 -3.2197  -0.017
C1 -4.6808 -4.2041 -1.7597  -0.294
C2 -3.8307 -3.1207 -1.0947  -0.230
C3 -3.2568 -3.4941 0.2885  -0.254
C4 -1.8153 -2.9306 0.3964  -0.275
C5 -0.8163 -3.8461 -0.3558  -0.475
P1 -0.0491 -3.2298 -1.9114  0.753
H1 -4.0186 -4.3216 -3.6810  0.024
H2 -4.9106 -3.0124 -3.4085  0.059
H3 -4.1955 -5.1850 -1.6433  0.095
H4 -5.6751 -4.2545 -1.2992  0.076
H5 -2.9930 -2.8458 -1.7550  0.079
H6 -4.4553 -2.2189 -0.9856  0.082
H7 -3.8265 -3.0617 1.1117  0.023
H8 -3.2046 -4.5853 0.4170  0.099
H9 -1.5416 -2.8282 1.4553  0.086
H10 -1.8073 -1.9293 -0.0557  0.060
H11 -1.3208 -4.7837 -0.6259  0.027
H12 0.0354 -4.1092 0.2872  0.065
H13 -0.8803 -2.1785 -2.3279  -0.117
H14 1.1383 -2.5963 -1.5010  -0.148
Cl1 0.9706 0.5593 0.9768  0.597
C6 2.1113 -0.8016 0.8642  -0.639
C7 3.4944 -0.3348 0.5001  -0.640
Cl2 3.5951 0.3758 -1.1364  0.564
H15 1.6977 -1.5059 0.1440  0.024
H16 2.1552 -1.2821 1.8415  0.049
H17 4.1865 -1.1753 0.5374  0.078
H18 3.8333 0.4323 1.1944  0.020
Cl3 1.0126 -1.4428 -7.5116  0.531
C8 -0.0142 -0.4847 -6.4121  -0.661
C9 0.7540 0.0341 -5.2227  -0.644
Cl4 1.2611 -1.2835 -4.1344  0.528
H19 -0.8415 -1.1191 -6.1021  0.067
H20 -0.4045 0.3536 -6.9878  0.073
H21 0.1198 0.7038 -4.6432  0.075
H22 1.6482 0.5734 -5.5296  0.063
Cl5 -1.3955 -5.8544 -3.7748  0.535
C10 -1.6648 -7.6145 -3.8200  -0.654
C11 -2.4474 -8.0920 -2.6226  -0.659
Cl6 -1.5217 -7.9361 -1.1051  0.538
H23 -0.6906 -8.0952 -3.8782  0.068
H24 -2.2248 -7.8388 -4.7275  0.073
H25 -2.6921 -9.1468 -2.7406  0.072
H26 -3.3693 -7.5260 -2.5050  0.058
Cl7 2.6683 0.2916 4.1548  0.578
C12 3.4473 1.6504 5.0062  -0.634
C13 3.3330 2.9376 4.2276  -0.646
Cl8 4.2799 2.9283 2.7188  0.560
H27 4.4841 1.3775 5.1900  0.070
H28 2.9364 1.7606 5.9623  0.069
H29 3.7094 3.7617 4.8325  0.074
H30 2.2995 3.1434 3.9537  0.059
Cl9 1.3625 4.4044 1.0551  0.548
C14 2.1342 3.6752 -0.3827  -0.675
C15 1.8656 4.4620 -1.6377  -0.643
Cl10 0.1479 4.3779 -2.1295  0.546
H31 1.7707 2.6557 -0.4635  -0.012
H32 3.2060 3.6526 -0.1872  0.058
H33 2.4521 4.0406 -2.4535  0.064
H34 2.1253 5.5111 -1.5179  0.035
Cl11 4.1577 7.1025 -0.0941  0.554
C16 3.0227 7.7550 1.1180  -0.661
C17 3.7381 8.4322 2.2587  -0.659
Cl12 4.6441 7.2697 3.2646  0.530
H35 2.4089 6.9278 1.4670  0.015
H36 2.3868 8.4752 0.6042  0.077
H37 3.0080 8.9149 2.9071  0.073
H38 4.4429 9.1794 1.9007  0.067
Cl13 4.8987 2.2501 -4.0009  0.515
C18 5.8969 0.7822 -4.1500  -0.659
C19 7.3579 1.1064 -4.3262  -0.652
Cl14 7.6973 1.8781 -5.9010  0.543
H39 5.5127 0.2055 -4.9887  0.073
H40 5.7569 0.2069 -3.2350  0.045
H41 7.9415 0.1875 -4.2928  0.073
H42 7.7104 1.7799 -3.5484  0.069
Cl15 -3.4325 0.4309 0.7111  0.566
C20 -3.2991 1.3672 2.2293  -0.650
C21 -1.9049 1.3289 2.7933  -0.658
Cl16 -1.4368 -0.2889 3.3707  0.562
H43 -4.0338 0.9699 2.9263  0.072
H44 -3.5286 2.4008 1.9821  -0.027
H45 -1.8325 2.0108 3.6402  0.078
H46 -1.1753 1.6256 2.0431  0.010
Cl17 -4.8228 -4.4609 3.1460  0.565
C22 -6.4630 -3.7969 3.3607  -0.647
C23 -7.2539 -3.8068 2.0764  -0.630
Cl18 -6.6100 -2.6448 0.8820  0.611
H47 -6.3624 -2.7882 3.7567  0.052
H48 -6.9599 -4.4171 4.1059  0.075
H49 -8.2838 -3.5150 2.2779  0.072
H50 -7.2504 -4.7932 1.6171  0.071
Cl19 -3.4838 4.7709 1.6583  0.580
C24 -4.0299 4.7446 -0.0429  -0.627
C25 -3.3084 5.7700 -0.8798  -0.669
Cl20 -3.7530 7.4374 -0.4300  0.537
H51 -5.1054 4.9055 -0.0459  0.072
H52 -3.8188 3.7466 -0.4272  0.071
H53 -3.5802 5.6362 -1.9260  0.076
H54 -2.2290 5.6740 -0.7793  0.034
Cl21 -3.7498 -2.3312 5.3164  0.529
C26 -2.8570 -1.3316 6.4953  -0.687
C27 -2.6767 -2.0325 7.8160  -0.684
Cl22 -4.2182 -2.2334 8.6973  0.534
H55 -3.3940 -0.3925 6.6140  0.071
H56 -1.8806 -1.1254 6.0589  -0.002
H57 -2.0201 -1.4397 8.4520  0.057
H58 -2.2421 -3.0202 7.6799  0.047
Cl23 3.8562 3.9401 -6.9693  0.519
C28 4.8246 3.3112 -8.3262  -0.663
C29 5.0154 4.3356 -9.4156  -0.665
Cl24 3.4938 4.7062 -10.2695  0.532
H59 4.3275 2.4202 -8.7029  0.070
H60 5.7936 3.0284 -7.9157  0.037
H61 5.7113 3.9489 -10.1591  0.072
H62 5.4059 5.2687 -9.0159  0.067
Cl25 1.0762 -0.7141 7.8269  0.543
C30 1.6460 -2.4037 7.8898  -0.648
C31 1.7551 -3.0122 6.5152  -0.649
Cl26 0.1550 -3.2244 5.7627  0.582
H63 0.9524 -2.9622 8.5148  0.068
H64 2.6240 -2.3956 8.3693  0.073
H65 2.2096 -3.9993 6.5918  0.075
H66 2.3550 -2.3935 5.8505  0.045

Calculated values
E_LUMO, eV: 0.2986
Spin multiplicity: 1
Frontier orbital gap, eV: 8.4
E_HOMO, eV: -8.069
Relative energy (zero: lowest compared OMol25 entry of this formula, charge and spin), eV: 0.000

---

# 6
# C16H31ClN3S2

An isolated ion of composition C16H31ClN3S2 and charge +1 (ωB97M-V with the def2-TZVPD basis set, OMol25).

Each line ends with the natural charge from an NBO analysis.
CARTESIAN COORDINATES (ANGSTROEM)
C1 -2.9760 -5.2046 -2.3543  -0.612
C2 -1.8918 -4.4054 -3.2169  -0.217
N1 -1.7704 -3.0494 -2.6341  -0.542
C3 -2.6129 -2.0366 -3.2989  -0.211
C4 -2.2870 -1.7623 -4.8223  -0.668
C5 -0.4113 -2.6249 -2.4618  -0.043
S1 0.7800 -2.6227 -3.6242  0.010
S2 -0.0118 -2.0846 -0.7387  0.234
C6 1.1783 -0.6900 -0.8451  -0.548
C7 2.2019 -0.6440 0.3543  -0.430
C8 1.5516 -0.3052 1.7548  -0.408
C9 1.7737 1.1733 2.2589  -0.040
C10 1.0999 1.1458 3.7119  -0.242
N2 1.9491 1.7615 4.7653  -0.871
C11 3.3195 1.5462 2.3650  -0.482
C12 3.4625 3.0956 2.1355  0.312
N3 2.3644 3.4319 1.5297  -0.437
C13 1.3519 2.3572 1.2973  -0.057
C14 -0.0095 3.1115 1.5549  -0.440
C15 -1.2884 2.3549 1.0427  -0.176
C16 -2.2544 3.4604 0.4199  -0.623
Cl1 -2.2594 1.6122 2.4215  -0.067
H1 -3.9640 -4.7491 -2.6253  0.205
H2 -2.9604 -6.2679 -2.6909  0.218
H3 -2.7303 -5.0579 -1.2792  0.216
H4 -2.2626 -4.4332 -4.2707  0.198
H5 -0.8965 -4.9054 -3.1548  0.213
H6 -2.4345 -1.0655 -2.7527  0.203
H7 -3.7007 -2.2573 -3.1457  0.217
H8 -2.0722 -0.6836 -5.0483  0.220
H9 -1.5124 -2.4416 -5.2555  0.238
H10 -3.2310 -1.9881 -5.3991  0.217
H11 0.6858 0.3089 -0.9947  0.190
H12 1.7941 -0.8664 -1.7741  0.262
H13 3.0555 0.0106 0.0569  0.205
H14 2.6181 -1.6873 0.4432  0.240
H15 0.4709 -0.5873 1.7301  0.244
H16 2.0573 -0.9684 2.5082  0.229
H17 0.9236 0.0742 4.0006  0.213
H18 0.0994 1.6388 3.7371  0.224
H19 1.4254 2.4604 5.2862  0.375
H20 2.1988 1.0294 5.4319  0.376
H21 3.9839 1.1589 1.5332  0.260
H22 3.8741 1.1546 3.2591  0.282
H23 4.3115 3.7563 2.4127  0.264
H24 2.2281 4.4066 1.2482  0.441
H25 1.3369 2.0005 0.2381  0.240
H26 0.0275 4.0953 1.0035  0.220
H27 -0.0867 3.3992 2.6400  0.241
H28 -1.0736 1.5647 0.2873  0.225
H29 -3.3266 3.1535 0.4842  0.248
H30 -2.1516 4.3646 1.0849  0.210
H31 -1.9477 3.7617 -0.6099  0.223

Calculated values
E_LUMO, eV: -4.0737
Spin multiplicity: 1
Frontier orbital gap, eV: 6.4
Net charge: +1
E_HOMO, eV: -10.516

---

no.,F_max (eV Å⁻¹)
1,2.2
2,1.0
3,1.5
4,0.3
5,1.5
6,3.4